The following is a quantum chemistry calculation of C25H22F4N4O2PdS as an isolated structure, from the OMol25 dataset.

```
! RIJCOSX wB97M-V def2-TZVPD def2/J DEFGRID3
* xyz 0 1
Pd -0.7454 0.6384 0.3218
C 1.0964 0.2072 -2.8164
N 1.4348 0.5725 -1.4541
C 2.6777 -0.0376 -1.0314
C 1.4245 2.0193 -1.2746
C 1.6112 2.4861 0.1587
N 0.6383 1.8991 1.0842
C 0.8586 2.1340 2.4261
C 0.4830 1.1969 3.4056
F -0.0666 0.0216 3.0312
C 0.6610 1.3955 4.7573
F 0.2763 0.4213 5.5976
C 1.2324 2.5475 5.2559
C 1.6022 3.4912 4.3243
F 2.1387 4.6505 4.7329
C 1.4205 3.3067 2.9663
F 1.7437 4.3473 2.1747
H 1.8494 0.5521 -3.5438
H 0.1334 0.6415 -3.0851
H 1.0160 -0.8778 -2.8988
H 3.5475 0.3429 -1.5930
H 2.6224 -1.1167 -1.1841
H 2.8517 0.1463 0.0295
H 0.4628 2.3908 -1.6430
H 2.2132 2.5059 -1.8763
H 1.5084 3.5700 0.1253
H 2.6347 2.2823 0.4996
H 1.3750 2.7053 6.3141
O -4.3930 0.9778 -1.7616
S -3.4989 1.2270 -0.6662
O -2.6854 2.4217 -0.6464
N -2.4324 0.0295 -0.5251
C -2.7528 -1.3110 -0.3703
C -3.9067 -1.9597 -0.7399
C -4.0243 -3.3523 -0.5469
C -3.0163 -4.1015 -0.0103
C -1.8170 -3.4636 0.3877
C -0.7091 -4.1258 0.9626
C 0.3965 -3.4174 1.3332
C 0.4178 -2.0235 1.1516
N -0.5948 -1.3824 0.6218
C -1.7108 -2.0741 0.2196
C -4.4621 1.1866 0.8141
C -3.8300 1.3866 2.0373
C -4.5792 1.3231 3.1989
C -5.9441 1.0685 3.1330
C -6.5649 0.8771 1.9081
C -5.8225 0.9324 0.7351
H -4.7089 -1.4032 -1.2030
H -4.9424 -3.8395 -0.8495
H -3.1202 -5.1709 0.1183
H -0.7504 -5.1989 1.1055
H 1.2536 -3.9037 1.7769
H 1.2634 -1.4216 1.4535
H -2.7667 1.5931 2.0718
H -4.0996 1.4750 4.1570
H -6.5257 1.0216 4.0446
H -7.6285 0.6836 1.8612
H -6.2815 0.7889 -0.2330
*
```

- energy above the lowest of the compared OMol25 structures with the same formula, charge and spin (kJ/mol) = 0.0
- HOMO energy (alpha / beta) (eV) = -7.78 / -7.78
- orbital gap (alpha / beta) (eV) = 6.9781 / 6.9789

=====

The following is a quantum chemistry calculation of one molecule with the formula C5H2S, from the OMol25 dataset.

```
! RIJCOSX wB97M-V def2-TZVPD def2/J DEFGRID3
* xyz 0 1
C -0.0198 -0.0245 0.0618
C 0.7008 0.8849 -0.7687
C 1.6485 1.6381 -1.1278
C -1.3952 -0.1287 -0.3145
C -2.3429 -0.6216 -0.8924
H 2.0937 2.6311 -1.4030
H -3.1432 -1.0183 -1.3317
S 0.5938 -0.7564 1.3115
*
```

- energy above the lowest of the compared OMol25 structures with the same formula, charge and spin (kJ/mol) = 102.0
- HOMO energy (eV) = -9.12
- orbital gap (eV) = 7.7618

=====

The following is a quantum chemistry calculation of one molecule with the formula C4H4INO, from the OMol25 dataset.

```
! RIJCOSX wB97M-V def2-TZVPD def2/J DEFGRID3
* xyz 0 1
C 1.4437 0.5278 -1.1140
C 0.1158 -0.0573 -0.9190
C 1.9425 0.8141 0.1287
C 0.0027 0.0105 0.4412
N -3.0500 -1.6685 0.9099
O 1.0875 0.5106 1.0465
I -1.4666 -0.9661 1.7791
H 1.7809 1.0147 -2.0854
H -0.7965 -0.0827 -1.5834
H 2.8597 1.0493 0.6446
H -3.9197 -1.1524 0.7518
*
```

- energy above the lowest of the compared OMol25 structures with the same formula, charge and spin (kJ/mol) = 380.9
- HOMO energy (eV) = -8.61
- orbital gap (eV) = 8.7208

=====

The following is a quantum chemistry calculation of C26H27IrO3PS3 as an isolated structure, from the OMol25 dataset.

```
! RIJCOSX wB97M-V def2-TZVPD def2/J DEFGRID3
* xyz 1 5
Ir 0.8247 0.2695 1.0280
C 3.3311 2.0195 2.7402
C 2.4356 1.4011 3.8080
S 0.6983 1.1367 3.4279
C -0.0203 2.7782 3.2359
C 0.3677 3.5693 1.9904
S 0.0777 2.6184 0.4763
C 1.4880 3.0803 -0.5394
C 2.8752 2.8722 0.0737
S 3.1035 1.3587 1.0548
H 4.3711 1.8388 3.0101
H 3.2027 3.0988 2.6893
H 2.5256 1.9853 4.7261
H 2.7838 0.3955 4.0533
H 0.1841 3.3692 4.1302
H -1.0937 2.5754 3.2342
H 1.4110 3.8733 2.0296
H -0.2331 4.4783 1.9502
H 1.3970 4.1192 -0.8606
H 1.3735 2.4634 -1.4338
H 3.1636 3.7119 0.7047
H 3.6073 2.8353 -0.7324
O -0.9844 -0.7815 2.0684
C -0.6917 -2.0181 2.0900
C -0.9759 -2.9362 1.0271
C -1.1292 -4.3256 1.2391
C -1.5288 -5.1420 0.2079
C -1.7768 -4.6196 -1.0676
C -1.5771 -3.2706 -1.3016
C -1.1672 -2.4227 -0.2748
P -0.6628 -0.7368 -0.6618
C 0.2432 -0.8560 -2.2184
C -0.2879 -0.5822 -3.4744
C 0.4956 -0.7409 -4.6103
C 1.8070 -1.1769 -4.4989
C 2.3444 -1.4569 -3.2482
C 1.5675 -1.2936 -2.1134
C -2.1832 0.1934 -0.9611
C -3.3772 -0.2498 -0.3992
C -4.5407 0.4870 -0.5656
C -4.5199 1.6691 -1.2911
C -3.3309 2.1199 -1.8492
C -2.1669 1.3884 -1.6799
H -0.9699 -4.7292 2.2308
H -1.6639 -6.1996 0.3930
H -2.0975 -5.2663 -1.8721
H -1.7041 -2.8823 -2.3056
H -1.3155 -0.2590 -3.5765
H 0.0754 -0.5280 -5.5843
H 2.4123 -1.3024 -5.3870
H 3.3658 -1.8008 -3.1549
H 1.9911 -1.5163 -1.1375
H -3.4002 -1.1698 0.1705
H -5.4639 0.1297 -0.1294
H -5.4314 2.2367 -1.4242
H -3.3113 3.0395 -2.4190
H -1.2467 1.7524 -2.1230
O 0.2955 -2.4660 3.0372
C 1.3752 -2.6666 2.2387
O 1.9709 -1.7581 1.6820
H 1.6870 -3.7099 2.1477
*
```

- HOMO energy (alpha / beta) (eV) = -7.98 / -11.42
- orbital gap (alpha / beta) (eV) = 5.8058 / 7.0986

=====

The following is a quantum chemistry calculation of one molecule with the formula C4H10N2O, from the OMol25 dataset.

```
! RIJCOSX wB97M-V def2-TZVPD def2/J DEFGRID3
* xyz 0 1
C 0.9734 0.0511 -0.1801
C -0.1619 0.7059 -0.7705
C 1.2583 -1.3704 -0.5388
C -1.4991 -0.1924 0.2360
N -2.4249 0.7856 0.7234
N 1.9134 0.7469 0.4862
O -1.9520 -1.2585 -0.2512
H -0.6684 -0.3959 1.0938
H -2.0551 1.4589 1.3842
H -3.3419 0.3834 0.8779
H 1.8431 1.7541 0.5234
H 2.7645 0.2827 0.7738
H -0.2162 1.7807 -0.6015
H -0.4035 0.4374 -1.7988
H 0.3157 -1.9201 -0.6358
H 1.7488 -1.3958 -1.5188
H 1.9059 -1.8538 0.1967
*
```

- energy above the lowest of the compared OMol25 structures with the same formula, charge and spin (kJ/mol) = 363.9
- HOMO energy (alpha / beta) (eV) = -7.14 / -7.14
- orbital gap (alpha / beta) (eV) = 7.3429 / 7.3423

=====

The following is a quantum chemistry calculation of a 9-piece molecular cluster, C38H102N8O11 overall, from the OMol25 dataset.

```
! RIJCOSX wB97M-V def2-TZVPD def2/J DEFGRID3
* xyz 0 1
C -6.9421 -9.1467 10.4402
C -7.9342 -10.1124 9.7302
O -7.4053 -11.3906 9.6731
H -5.9545 -9.0657 9.9863
H -6.7489 -9.4375 11.4728
H -7.3876 -8.1558 10.5285
H -8.0803 -9.7578 8.7099
H -8.9184 -10.0418 10.1933
H -7.2544 -11.6405 10.5876
C -1.3039 -16.2742 8.0401
O -0.9009 -15.3868 9.0600
C -0.1510 -14.2067 8.5320
C 0.1230 -13.3344 9.8325
N 0.6278 -12.0057 9.5697
C -0.2280 -11.0863 8.7884
C -1.7531 -11.2763 8.9601
O -2.1801 -11.4150 10.3503
C -3.6094 -11.2173 10.4393
H -0.4555 -16.4259 7.3728
H -2.2349 -15.8925 7.6209
H -1.5522 -17.2825 8.3716
H -0.6502 -13.6764 7.7210
H 0.7710 -14.5236 8.0445
H 0.9488 -13.8222 10.3503
H -0.6982 -13.3066 10.5487
H 0.7686 -11.5139 10.4406
H 0.0237 -11.1234 7.7285
H -0.0279 -10.0954 9.1961
H -2.1659 -12.1367 8.4334
H -2.3281 -10.4766 8.4933
H -4.2501 -11.8700 9.8464
H -3.8453 -10.1644 10.2846
H -3.8963 -11.4411 11.4668
C -8.8626 -2.9426 10.4765
O -8.2289 -3.4348 9.3176
C -7.8760 -4.7828 9.4877
C -7.2803 -5.2987 8.1661
N -8.2960 -5.3861 7.0841
C -7.8653 -6.2471 6.0510
C -8.4496 -5.7778 4.7336
O -7.8988 -6.6601 3.6750
C -8.1513 -6.1107 2.4352
H -8.0602 -2.8092 11.2021
H -9.6693 -3.5396 10.9018
H -9.2768 -1.9632 10.2370
H -8.7631 -5.3485 9.7723
H -7.0749 -4.8539 10.2235
H -6.7839 -6.2440 8.3853
H -6.5125 -4.5869 7.8630
H -8.4510 -4.4177 6.8427
H -8.2335 -7.2515 6.2600
H -6.7777 -6.3171 6.0324
H -8.3442 -4.7047 4.5742
H -9.5314 -5.8432 4.8500
H -9.2235 -6.0565 2.2464
H -7.8073 -6.8358 1.6976
H -7.5470 -5.2151 2.2907
C -7.5189 -13.6019 14.2525
C -7.8077 -12.9950 12.8450
C -8.9176 -11.9357 12.9788
O -8.3988 -10.9584 13.8737
C -9.4137 -9.9542 14.0633
N -6.6244 -12.3301 12.2662
H -8.4187 -14.1925 14.4248
H -7.2071 -12.8790 15.0062
H -6.7135 -14.3096 14.0557
H -8.2053 -13.8006 12.2277
H -9.8713 -12.3467 13.3099
H -9.1154 -11.4010 12.0498
H -10.2678 -10.3774 14.5919
H -9.7546 -9.4530 13.1573
H -9.0634 -9.2015 14.7696
H -5.8889 -13.0222 12.2711
H -6.2904 -11.7608 13.0307
C -3.0848 -7.3944 8.3242
C -3.4751 -7.5249 6.8007
C -4.4006 -8.7648 6.5562
O -3.7008 -10.0027 6.7431
C -3.0306 -10.4410 5.5707
N -4.0564 -6.2328 6.3582
H -2.7147 -8.3362 8.7293
H -3.9383 -7.0990 8.9346
H -2.2686 -6.6752 8.3935
H -2.5412 -7.5976 6.2433
H -4.9221 -8.7478 5.5992
H -5.2301 -8.4868 7.2064
H -3.5863 -10.5349 4.6377
H -2.7187 -11.4439 5.8622
H -2.1540 -9.8284 5.3598
H -4.3069 -6.2394 5.3798
H -3.4312 -5.4548 6.5128
C -7.1081 -5.4993 18.2792
C -7.4093 -6.9406 17.8462
C -6.7113 -7.3893 16.5456
O -7.0299 -6.4599 15.5096
C -6.3180 -6.7629 14.3093
N -7.1174 -7.7510 19.0211
H -6.0494 -5.2466 18.2197
H -7.6026 -5.2784 19.2251
H -7.5082 -4.7937 17.5510
H -8.4788 -7.0750 17.6847
H -7.0936 -8.3554 16.2162
H -5.6413 -7.4170 16.7520
H -6.7310 -7.6422 13.8148
H -5.2402 -6.9226 14.3386
H -6.3703 -5.9103 13.6322
H -6.9537 -8.6561 18.6039
H -6.2010 -7.4792 19.3473
C -11.5134 -6.5884 9.4296
C -10.7007 -7.8571 9.2383
C -11.4838 -9.2331 9.4414
O -11.6783 -9.4736 10.8542
C -12.2830 -10.6795 11.0704
N -10.1141 -7.7580 7.9276
H -11.9583 -6.6085 10.4244
H -12.4161 -6.5567 8.8195
H -10.9814 -5.6375 9.4005
H -9.8628 -7.8262 9.9348
H -10.8452 -10.0068 9.0154
H -12.4335 -9.2242 8.9065
H -11.7930 -11.6176 10.8097
H -13.2904 -10.7304 10.6572
H -12.4030 -10.6946 12.1537
H -10.8590 -7.7392 7.2458
H -9.7510 -6.8552 7.6569
C -9.5032 -14.7728 8.1395
C -10.0859 -13.5794 7.3996
C -11.2984 -12.9736 8.2082
O -12.3658 -13.8420 8.1110
C -13.6124 -13.2249 8.4582
N -9.0095 -12.6654 7.3251
H -8.6840 -15.2220 7.5781
H -10.3577 -15.4422 8.2388
H -9.1514 -14.6238 9.1604
H -10.3330 -13.8640 6.3769
H -11.5883 -11.9770 7.8752
H -11.0421 -12.9490 9.2674
H -13.5872 -12.6361 9.3751
H -14.3689 -13.9995 8.5841
H -13.9996 -12.6640 7.6076
H -8.4946 -12.4282 8.1610
H -9.3181 -11.8891 6.7574
C -8.1272 -10.1184 5.0677
C -9.5703 -9.5446 4.9680
C -10.2719 -10.0326 3.7206
O -11.4368 -9.2779 3.4563
C -12.2047 -9.5054 2.3219
N -10.2597 -10.0560 6.2009
H -7.5353 -9.7728 4.2202
H -8.0250 -11.2031 5.1028
H -7.5996 -9.7503 5.9476
H -9.4753 -8.4597 4.9232
H -10.6106 -11.0685 3.7356
H -9.6091 -9.9574 2.8586
H -11.6522 -9.1166 1.4666
H -13.1260 -8.9584 2.5223
H -12.5112 -10.5320 2.1213
H -11.2165 -9.7324 6.2014
H -9.8116 -9.4718 6.8922
*
```

- energy above the lowest of the compared OMol25 structures with the same formula, charge and spin (kJ/mol) = 304.9
- HOMO energy (eV) = -7.74
- orbital gap (eV) = 8.2832

=====

Strongest force on any atom per entry: 0.6, 5.6, 3.9, 0.5, 4.3, 3.0 eV/Å